Entry 1:
Computed, not measured: 2 unconnected molecules or ions with the total composition C4H10N3O at a distorted geometry, with wB97M-V/def2-TZVPD.

Geometry as ORCA input:
```
! RIJCOSX wB97M-V def2-TZVPD def2/J DEFGRID3
* xyz 1 1
C 2.0819 0.1366 -0.1111
C -0.9719 0.1577 -1.1813
C -1.5866 0.2768 1.2865
C -0.9993 -0.4809 0.1336
N 2.4810 1.2448 -0.3924
N 1.8162 -1.0118 0.0845
N -0.9783 -1.7973 0.2629
O 2.3337 2.5591 -0.1402
H -0.4693 1.1063 -1.1641
H -0.3427 -0.3908 -1.9036
H -1.9534 0.3911 -1.4330
H -2.4114 0.8226 0.7947
H -0.9081 1.0050 1.6558
H -1.9425 -0.3835 2.0880
H 3.1132 2.9290 -0.7437
H 2.1382 -1.9277 0.1661
H -0.8741 -2.3095 1.0820
H -0.5267 -2.3274 -0.4846
*
```

Values from the calculation:
**HOMO level**: -12.432 eV
**HOMO-LUMO gap**: 0.289 hartree
**E**: -397.53260 Eh
**Max |F|**: 3.8 eV Å⁻¹
**Relative energy (zero: lowest compared OMol25 entry of this formula, charge and spin)**: 92.0 kcal/mol

Here are the Löwdin charges for atoms 1 to 4, given in e: -0.29 0.00 0.03 -0.30

---

Entry 2:
Computed, not measured: a gas-phase ion, C4H10N3O2 (charge +1) at a distorted geometry, with wB97M-V/def2-TZVPD.

Geometry as ORCA input:
```
! RIJCOSX wB97M-V def2-TZVPD def2/J DEFGRID3
* xyz 1 1
C -1.7397 -0.4879 -0.2972
N -0.5662 0.2866 -0.0311
C -0.7970 1.6880 0.3476
C 0.8661 -0.3635 0.0416
N 0.8697 -1.7084 0.0282
C 1.8662 0.5470 -0.1202
N 3.1610 0.2535 -0.1050
O 3.9992 1.1208 -0.2987
O 3.5671 -1.0170 0.2874
H -2.5906 -0.0213 0.2513
H -1.9574 -0.5308 -1.3329
H -1.8433 -1.5824 0.0977
H -0.6946 2.4393 -0.4259
H -1.7395 1.7787 0.6565
H 0.0086 2.1201 1.0777
H 1.9413 -1.9032 0.0855
H 0.1537 -2.3750 -0.2110
H 1.5789 1.5474 -0.3615
H 4.5856 -1.0489 0.1908
*
```

Values from the calculation:
**HOMO level (spin up / spin down)**: -13.265 / -13.267 eV
**HOMO-LUMO gap (spin up / spin down)**: 0.286 / 0.286 hartree
**E**: -472.72753 Eh
**Max |F|**: 9.7 eV Å⁻¹
**Relative energy (zero: lowest compared OMol25 entry of this formula, charge and spin)**: 130.3 kcal/mol
**SMILES**: CN(C)/C(N)=C/[N+](=O)O

Here are the Löwdin charges for atoms 1 to 4, given in e: -0.08 -0.14 -0.05 -0.14

---

Which value of E does entry 1 give? -397.53260 Eh